Record 1
Molecular formula: C11H14INS
Method: DFT, the ωB97M-V functional and the def2-TZVPD basis

Positions of all 28 atoms, in Å:
C (1.3133, -1.1151, 3.4969)
C (1.0225, 0.1053, 2.6279)
C (0.2034, -0.1303, 1.4044)
S (-1.3665, -0.7538, 1.3905)
C (0.9271, 0.2943, 0.0302)
C (1.4992, -0.9120, -0.5220)
C (0.3636, -1.4312, -1.2688)
I (0.5496, -3.5185, -1.6274)
C (-0.5525, -0.5846, -1.7179)
C (-1.8416, -0.5762, -2.4581)
N (-2.5840, 0.4626, -2.5714)
C (-2.1230, 1.7162, -2.1174)
C (-1.0209, 1.7409, -0.9039)
C (0.0167, 0.7074, -1.2070)
H (0.4055, -1.3911, 3.9636)
H (2.0700, -0.9889, 4.2490)
H (1.7308, -1.8840, 2.8683)
H (1.9267, 0.6203, 2.1653)
H (0.3981, 0.8255, 3.1382)
H (1.5283, 1.1178, 0.2244)
H (2.2939, -0.8136, -1.2352)
H (1.8117, -1.6162, 0.4024)
H (-2.2675, -1.5415, -2.8422)
H (-3.0716, 2.2735, -1.8784)
H (-1.5773, 2.0549, -2.9433)
H (-1.6717, 1.4372, 0.0131)
H (-0.6452, 2.6919, -0.6750)
H (0.6613, 1.2092, -2.0062)

**Multiplicity**: 1
**Structure (SMILES)**: CCC(=S)[C@H]1CC(I)=C2C=NCC[C@H]21
**Energy relative to the best compared isomer or geometry (same formula, charge and spin)**: 0.0000 eV
**Net charge**: 0
**HOMO level**: -8.25 eV
**LUMO level**: -0.36 eV

In elementary charge units, the Löwdin charges are: atom 1 (C): -0.083, atom 2 (C): -0.276, atom 3 (C): -0.598, atom 4 (S): 0.763, atom 5 (C): -0.278, atom 6 (C): -0.274, atom 7 (C): -0.712, atom 8 (I): 0.828, atom 9 (C): -0.236, atom 10 (C): -0.090, atom 11 (N): 0.033, atom 12 (C): -0.202, atom 13 (C): -0.131, atom 14 (C): -0.267, atom 15 (H): 0.057, atom 16 (H): 0.070, atom 17 (H): 0.067, atom 18 (H): 0.128, atom 19 (H): 0.111, atom 20 (H): 0.114, atom 21 (H): 0.125, atom 22 (H): 0.152, atom 23 (H): 0.124, atom 24 (H): 0.125, atom 25 (H): 0.091, atom 26 (H): 0.093, atom 27 (H): 0.087, atom 28 (H): 0.179



Record 2
Molecular formula: C11H14InN2OP
Method: DFT, the ωB97M-V functional and the def2-TZVPD basis

Positions of all 30 atoms, in Å:
C (-0.8318, 0.2850, -3.7641)
C (-1.6738, 1.4176, -3.5719)
C (-0.8478, 2.5316, -3.2191)
C (0.5118, 2.0993, -3.2193)
C (0.5351, 0.7096, -3.5402)
In (1.5508, -2.0134, -0.5696)
P (-0.2435, -3.8365, -0.9502)
H (-1.1509, -0.7177, -4.0434)
H (-2.7572, 1.4373, -3.6770)
H (-1.1974, 3.5371, -2.9888)
H (1.4189, 0.0747, -3.6265)
H (1.3810, 2.7162, -2.9991)
H (0.2813, -4.9581, -1.6813)
H (-1.2921, -3.3692, -1.8117)
H (-0.9434, -4.4541, 0.1396)
N (1.6251, 1.2549, 4.7069)
C (1.8453, 1.1047, 3.3689)
O (2.9360, 1.3338, 2.8512)
C (0.6794, 0.6259, 2.5556)
C (-0.5835, 0.2525, 3.0585)
C (-1.4547, -0.4590, 2.2313)
C (-1.0311, -0.8554, 0.9551)
N (0.1734, -0.4848, 0.4794)
C (0.9569, 0.3618, 1.2108)
H (2.4224, 1.4904, 5.2749)
H (0.7930, 0.9267, 5.1706)
H (-0.8746, 0.5059, 4.0778)
H (-2.4446, -0.7589, 2.5658)
H (-1.6375, -1.4928, 0.3082)
H (1.8535, 0.7349, 0.7077)

**Multiplicity**: 1
**Energy relative to the best compared isomer or geometry (same formula, charge and spin)**: 0.0000 eV
**Net charge**: 0
**HOMO level (alpha / beta)**: -5.17 / -5.17 eV
**LUMO level (alpha / beta)**: -1.20 / -1.20 eV

In elementary charge units, the Löwdin charges are: atom 1 (C): -0.227, atom 2 (C): -0.212, atom 3 (C): -0.198, atom 4 (C): -0.214, atom 5 (C): -0.231, atom 6 (In): 0.518, atom 7 (P): 0.591, atom 8 (H): 0.041, atom 9 (H): 0.055, atom 10 (H): 0.059, atom 11 (H): 0.033, atom 12 (H): 0.057, atom 13 (H): -0.084, atom 14 (H): -0.078, atom 15 (H): -0.092, atom 16 (N): 0.173, atom 17 (C): -0.479, atom 18 (O): 0.064, atom 19 (C): -0.096, atom 20 (C): 0.012, atom 21 (C): -0.028, atom 22 (C): -0.131, atom 23 (N): -0.107, atom 24 (C): -0.082, atom 25 (H): 0.117, atom 26 (H): 0.089, atom 27 (H): 0.114, atom 28 (H): 0.113, atom 29 (H): 0.101, atom 30 (H): 0.122



Record 3
Molecular formula: C11H14N2
Method: DFT, the ωB97M-V functional and the def2-TZVPD basis

Positions of all 27 atoms, in Å:
C (4.1825, -0.9885, 0.5707)
C (1.8572, -0.8159, -2.1101)
C (3.0514, -1.1339, -0.3521)
C (1.7642, -1.5492, -0.0896)
N (3.1032, -0.6594, -1.6861)
N (0.9937, -1.3348, -1.2173)
H (1.6763, -0.5708, -3.1379)
H (0.2625, -1.9892, -1.4756)
H (1.2351, -1.8663, 0.8130)
H (3.8994, -1.0363, 1.6208)
H (4.7267, -0.0485, 0.3827)
H (4.9458, -1.7814, 0.4435)
C (-4.2076, 0.3382, 0.8737)
C (-0.0952, 1.3021, -0.1615)
C (-0.4168, 0.7240, 1.1180)
C (-1.1718, 1.8097, -0.8963)
C (-1.7486, 0.6108, 1.4980)
C (-2.4786, 1.6104, -0.5446)
C (-2.8494, 0.9156, 0.6315)
H (0.9015, 1.2078, -0.5473)
H (0.3038, 0.1719, 1.6723)
H (-0.9856, 2.3100, -1.8379)
H (-1.9542, 0.1130, 2.4581)
H (-3.3862, 2.0380, -0.9480)
H (-4.5687, -0.2324, 0.0115)
H (-4.8739, 1.2071, 1.1309)
H (-4.1667, -0.3520, 1.7798)

**Multiplicity**: 2
**<S²>**: 0.760
**Energy relative to the best compared isomer or geometry (same formula, charge and spin)**: 0.8182 eV
**Net charge**: -1
**HOMO level (alpha / beta)**: 0.97 / -3.52 eV
**LUMO level (alpha / beta)**: 3.55 / 3.48 eV

In elementary charge units, the Löwdin charges are: atom 1 (C): -0.078, atom 2 (C): -0.255, atom 3 (C): -0.360, atom 4 (C): -0.113, atom 5 (N): 0.086, atom 6 (N): 0.051, atom 7 (H): 0.103, atom 8 (H): 0.132, atom 9 (H): 0.102, atom 10 (H): 0.069, atom 11 (H): 0.076, atom 12 (H): 0.071, atom 13 (C): -0.153, atom 14 (C): -0.185, atom 15 (C): -0.173, atom 16 (C): -0.183, atom 17 (C): -0.126, atom 18 (C): -0.158, atom 19 (C): -0.375, atom 20 (H): 0.047, atom 21 (H): 0.038, atom 22 (H): 0.073, atom 23 (H): 0.075, atom 24 (H): 0.069, atom 25 (H): 0.035, atom 26 (H): 0.065, atom 27 (H): 0.066



Record 4
Molecular formula: C11H14N2
Method: DFT, the ωB97M-V functional and the def2-TZVPD basis

Positions of all 27 atoms, in Å:
C (-2.4826, -1.9248, -0.0793)
N (-2.1043, -0.6029, 0.1676)
C (-3.0727, 0.4719, 0.0577)
C (-2.1717, 1.6384, 0.1950)
C (-0.7669, 1.2906, -0.2960)
C (-0.8008, -0.1729, 0.0445)
N (0.1449, -1.1059, -0.0126)
C (1.4102, -0.7386, 0.0214)
C (2.1561, -0.5074, -1.1520)
C (3.4660, -0.0224, -1.1276)
C (3.9803, 0.3439, 0.0523)
C (3.2639, 0.0054, 1.2500)
C (2.0138, -0.5784, 1.2830)
H (-2.2594, -2.6944, 0.7371)
H (-2.0976, -2.4403, -0.9117)
H (-3.5416, -1.9613, -0.1830)
H (-3.4852, 0.5355, -1.0086)
H (-3.8546, 0.3575, 0.7449)
H (-2.6198, 2.6627, -0.1917)
H (-2.0515, 1.7597, 1.2168)
H (-0.8621, 1.4844, -1.3879)
H (-0.0554, 2.0034, 0.1502)
H (1.6407, -0.6641, -2.0484)
H (3.9724, 0.2987, -2.0212)
H (4.9940, 0.8353, 0.0751)
H (3.7745, 0.4600, 2.2318)
H (1.4094, -0.7339, 2.1926)

**Multiplicity**: 1
**Structure (SMILES)**: CN1CCC/C1=N\c1ccccc1
**Energy relative to the best compared isomer or geometry (same formula, charge and spin)**: 1.8790 eV
**Net charge**: 0
**HOMO level**: -7.85 eV
**LUMO level**: 0.81 eV

In elementary charge units, the Löwdin charges are: atom 1 (C): -0.082, atom 2 (N): -0.126, atom 3 (C): -0.169, atom 4 (C): -0.215, atom 5 (C): -0.070, atom 6 (C): -0.241, atom 7 (N): 0.134, atom 8 (C): -0.365, atom 9 (C): -0.023, atom 10 (C): -0.126, atom 11 (C): -0.141, atom 12 (C): -0.103, atom 13 (C): -0.041, atom 14 (H): 0.115, atom 15 (H): 0.068, atom 16 (H): 0.074, atom 17 (H): 0.146, atom 18 (H): 0.107, atom 19 (H): 0.160, atom 20 (H): 0.083, atom 21 (H): 0.135, atom 22 (H): 0.131, atom 23 (H): 0.087, atom 24 (H): 0.099, atom 25 (H): 0.112, atom 26 (H): 0.134, atom 27 (H): 0.117